The following is a DFT calculation (ωB97M-V/def2-TZVPD) of a 3-piece molecular cluster, C15H37ClNO2PSi overall at a distorted geometry.

```
58
Properties=species:S:1:pos:R:3
H -6.809 -4.649 -1.239
C 1.205 -0.633 -0.443
C 2.753 -3.391 -1.177
H 1.014 -0.198 0.608
C -0.123 -1.372 -0.872
Cl -1.712 -0.693 -0.190
N 5.552 -0.033 0.288
C 4.246 3.863 1.127
C -6.672 -2.512 -0.888
H 4.020 4.172 0.101
C 3.262 2.767 1.538
H 2.184 5.136 2.644
H 2.617 -4.226 -0.400
H 4.577 1.736 2.920
P 4.514 -0.476 -1.094
C -4.291 -3.792 0.694
H 2.860 1.368 3.134
Si 2.789 -1.689 -0.326
H -6.229 -3.620 -3.467
H -4.548 -4.367 -1.365
H -7.778 -2.758 -3.450
H 2.237 3.148 1.529
H 3.300 1.968 0.789
C 3.572 2.165 2.903
H 5.258 3.440 1.095
C -7.255 -3.649 -3.093
H -7.740 -4.525 -3.530
H -6.831 -2.596 0.192
H 2.060 -3.484 -2.071
H 1.393 0.288 -1.106
H 6.544 -0.112 -0.002
C -7.297 -3.728 -1.572
C -4.275 -3.474 -0.795
H -4.850 -1.408 -0.623
H 3.817 -3.566 -1.595
H 3.089 -1.881 1.112
C 4.267 5.095 2.037
H 3.052 6.633 2.905
O -0.245 -2.328 -1.640
H 3.855 0.839 -2.804
H -5.284 -4.096 1.033
H 2.186 5.580 0.160
H 5.401 0.952 0.551
H -3.249 -3.227 -1.087
C -5.181 -2.300 -1.169
H -3.975 -2.924 1.281
H 4.636 4.810 3.028
H 3.088 7.079 0.450
H -7.213 -1.611 -1.200
H 1.441 6.896 1.067
C 2.924 5.807 2.198
C 2.383 6.369 0.891
H -5.039 -2.070 -2.230
H 3.501 2.910 3.699
H -8.343 -3.804 -1.257
H -3.602 -4.613 0.912
H 5.001 5.806 1.639
O 3.944 0.977 -1.836
```

total energy: -51429.706 eV
energy above the lowest of the compared OMol25 structures with the same formula, charge and spin: 17.6 kcal/mol
frontier orbital gap: 8.5 eV
spin multiplicity: 1
strongest force on any atom: 0.084 hartree/bohr
molecular weight: 357.98 g mol⁻¹
charge: 0

The following is a DFT calculation (ωB97M-V/def2-TZVPD) of C15H37I2N2O4PdSi as an isolated structure.

```
62
Properties=species:S:1:pos:R:3
H 2.901 -1.177 1.291
H 1.483 4.419 2.149
C 2.137 -3.306 -1.323
H 2.672 -0.254 3.587
H -1.413 -2.043 -1.821
H -4.117 -0.802 0.616
C 2.910 -2.123 0.742
C 1.024 4.724 1.217
H 1.049 5.797 1.075
H -2.079 -3.728 1.502
H 0.224 -1.940 4.489
H -3.747 -2.052 1.833
H 0.503 3.570 -4.585
O -1.499 -1.253 0.783
H 1.626 0.201 4.940
H -0.679 1.476 3.454
C 2.191 -1.986 -0.589
H -0.501 -2.217 2.893
H 3.949 -2.399 0.570
I 2.069 3.806 -0.381
C 0.589 -0.310 3.136
C 1.764 0.287 3.863
H -0.881 0.156 4.662
H 3.148 -3.654 -1.532
C 0.364 -1.821 3.416
H 3.866 -1.095 -1.601
H -0.126 5.109 -2.837
I -0.993 4.083 1.201
H -0.968 -3.652 0.069
H -3.157 -2.356 -1.878
Si -0.065 -0.432 0.298
C -1.468 3.874 -3.791
O 0.670 -0.040 1.801
H 1.638 -4.064 -0.718
H -4.492 -2.519 0.286
H 1.894 1.337 3.605
Pd -0.372 2.852 -1.293
C -3.799 -1.835 0.769
H -0.708 2.497 -5.267
C 2.809 -0.890 -1.437
H -2.561 -0.702 -1.614
H 2.726 0.082 -0.939
H -1.802 4.594 -4.538
H 1.610 -3.208 -2.272
N -0.925 4.537 -2.575
H -2.717 -4.118 -0.142
H 0.955 1.659 -3.452
H 1.270 -2.338 3.098
H -1.606 5.171 -2.165
H -1.639 0.013 3.042
H 2.317 -0.838 -2.410
C -0.799 0.408 3.606
N 0.007 1.988 -3.308
H 2.449 -2.907 1.346
C -2.415 -1.953 0.088
O -0.392 0.863 -0.487
C -1.987 -3.555 0.436
O 0.781 -1.610 -0.332
H -0.589 1.165 -3.335
C -2.380 -1.759 -1.404
C -0.383 2.979 -4.347
H -2.338 3.286 -3.491
```

total energy: -54858.708 eV
energy above the lowest of the compared OMol25 structures with the same formula, charge and spin: 0.0 kcal/mol
⟨S²⟩: 6.016
frontier orbital gap (spin up / spin down): 8.6 / 5.8 eV
spin multiplicity: 5
strongest force on any atom: 0.014 hartree/bohr
molecular weight: 697.79 g mol⁻¹
charge: +3

The following is a DFT calculation (ωB97M-V/def2-TZVPD) of C15H38AlBClN2O5P as an isolated structure at a distorted geometry.

```
64
Properties=species:S:1:pos:R:3
H 4.178 2.342 -3.761
H -0.904 -1.298 3.083
H 5.209 3.357 -2.763
H 2.178 5.653 -3.065
H 5.879 1.356 -1.420
O -8.127 1.836 -0.019
C 0.944 -4.914 1.089
Al -5.722 0.322 -1.443
H 1.813 -5.570 1.176
O -7.005 -2.142 -2.257
C -6.478 -1.593 -1.252
C 2.452 3.629 -2.368
C -0.189 -2.090 3.316
H 4.771 0.352 -2.368
H -1.307 1.392 -2.095
H 2.958 5.573 -1.497
C -1.562 -3.579 1.915
H 5.551 3.881 -0.591
H 2.132 3.299 -3.361
O -6.347 -2.112 -0.117
H 1.554 3.578 -1.748
H -8.276 1.489 -0.905
H 0.682 -4.744 3.212
H 0.073 -5.548 0.925
C -0.364 0.298 -0.518
H -1.468 -2.777 4.954
P -6.504 1.683 0.357
C 0.809 -4.069 2.347
H 0.172 -3.440 5.009
H 4.192 4.771 0.108
N 3.407 2.652 -1.874
C 3.698 2.710 -0.454
O -2.730 0.853 -0.639
H 4.095 1.738 -0.150
H -2.595 -4.200 3.745
C 4.550 2.472 -2.741
H -3.018 -5.120 2.316
N -0.238 -3.077 2.256
H -6.319 1.004 -2.813
H -1.516 -3.991 0.905
C -0.420 -2.557 4.761
H -2.241 -2.730 1.828
O -3.003 -0.233 -2.772
C -1.433 1.249 -1.027
H -0.714 -0.726 -0.538
C -2.189 -4.637 2.834
H -1.477 -5.418 3.114
H -3.278 0.335 -3.496
H 2.754 2.796 0.088
H 6.168 1.111 -3.137
H -0.061 0.530 0.495
H 3.873 5.191 -2.964
H -0.127 -1.763 5.452
C 2.903 5.092 -2.473
B -3.583 0.339 -1.616
C 5.387 1.251 -2.388
Cl -5.753 3.688 -0.006
H -1.256 2.221 -0.569
C 4.667 3.793 0.044
H 1.756 -3.543 2.503
H 0.512 0.385 -1.158
H 5.012 3.540 1.049
H 1.081 -4.282 0.210
H 0.794 -1.608 3.273
```

total energy: -58475.728 eV
energy above the lowest of the compared OMol25 structures with the same formula, charge and spin: 11.3 kcal/mol
frontier orbital gap: 2.9 eV
spin multiplicity: 1
strongest force on any atom: 0.022 hartree/bohr
molecular weight: 430.70 g mol⁻¹
charge: -2